Density functional theory data (ωB97M-V/def2-TZVPD) for a molecular structure, C3GaO2 at a distorted geometry.

XYZ file:
```
6
C3GaO2 | the OMol25 dataset | ωB97M-V/def2-TZVPD
Ga 2.4800 -0.3450 -0.1493
O -0.1736 -0.8511 0.0622
O 0.2303 1.3390 0.0390
C -1.5076 -0.6266 0.0155
C 0.6992 0.2180 0.0706
C -2.5141 0.1160 -0.0272
```

Results
Orbital gap (alpha / beta), eV: 7.46 / 5.76
Charge: +1
LUMO energy (alpha / beta), eV: -7.1 / -9.2



Density functional theory data (ωB97M-V/def2-TZVPD) for a molecular structure, C24H30CoFN2O5 at a distorted geometry.

XYZ file:
```
63
C24H30CoFN2O5 | the OMol25 dataset | ωB97M-V/def2-TZVPD
Co 0.1602 0.2614 -0.4921
F 0.0957 -0.0436 2.2455
O 0.4814 1.6959 -4.3098
O -0.9349 1.9527 0.5140
O -3.0505 -2.1668 -0.1001
O -1.0424 -1.1810 -0.0357
O 0.6824 0.6873 -2.3216
N 1.9649 0.3902 0.3511
N -1.9148 0.6566 -1.8106
C 2.5831 3.1886 -0.0182
C -2.1952 -1.4346 -0.5587
C 2.6009 -2.3140 -2.4788
C 3.5580 4.0135 0.8262
C 1.6770 -0.1490 3.9574
C 4.2353 2.4062 -1.7536
C -2.7707 1.5187 -1.0094
C 3.0129 -0.0773 4.3435
C -1.9279 2.5726 -0.3118
C 3.6917 0.3195 2.0662
C 1.3709 0.0141 2.6343
C 0.0230 1.2195 -3.2882
C 4.0082 0.1569 3.3943
C 2.3437 0.2530 1.6334
C 1.7952 4.0837 -0.9822
C -2.4208 -0.7083 -1.9025
C 4.3336 -2.5549 -0.6516
C 2.9643 0.7402 -0.6010
C 3.2956 2.0900 -0.7835
C 4.5026 0.0907 -2.3134
C -1.5166 1.2392 -3.0873
C 4.8375 1.4194 -2.5123
C 3.5555 -0.2718 -1.3705
C 3.1618 -1.7240 -1.1797
H 4.4618 0.4915 1.3260
H 2.2041 -3.3142 -2.2957
H 4.0260 -3.5931 -0.5177
H -1.8359 -1.2466 -2.6509
H 4.0676 3.3864 1.5604
H 1.7961 -1.6829 -2.8563
H 1.1741 4.7854 -0.4219
H -2.5640 3.2271 0.2884
H 5.1710 -2.5295 -1.3509
H 4.3136 4.4858 0.1967
H 1.1568 3.4749 -1.6256
H 4.9750 -0.6711 -2.9214
H -3.5488 2.0079 -1.6099
H -3.2658 0.9089 -0.2479
H 3.2744 -0.2087 5.3842
H 1.8592 2.7318 0.6579
H 3.0211 4.8000 1.3601
H 2.3642 -1.7701 -0.4339
H 5.5519 1.6888 -3.2791
H 2.4676 4.6553 -1.6233
H 0.8876 -0.3343 4.6725
H -1.3794 3.1772 -1.0336
H -3.4792 -0.7552 -2.1773
H 4.6837 -2.1741 0.3104
H -1.9597 0.7098 -3.9335
H -1.3811 1.4678 1.2196
H 5.0436 0.2054 3.7038
H -1.8267 2.2830 -3.1578
H 4.4851 3.4446 -1.9350
H 3.3753 -2.3849 -3.2441
```

Results
Relative energy (zero: lowest compared OMol25 entry of this formula, charge and spin), kJ/mol: 25.1
Orbital gap (alpha / beta), eV: 8.86 / 6.07
<S²>: 6.0469
2S+1: 5
LUMO energy (alpha / beta), eV: 0.3 / -2.7



Density functional theory data (ωB97M-V/def2-TZVPD) for a molecular structure, C23H37InO2 at a distorted geometry.

XYZ file:
```
63
C23H37InO2 | the OMol25 dataset | ωB97M-V/def2-TZVPD
In 0.0201 -1.0937 0.6780
O -0.0491 0.9448 -1.2192
O -0.1255 -0.7722 -3.8677
C -1.2310 3.0710 -0.7723
C 1.3496 2.1188 1.6396
C -2.8388 -0.3264 1.9831
C 0.7890 -2.3750 4.1790
C -2.4555 -0.9176 3.2320
C 0.8729 -1.7903 -4.2684
C 0.7443 1.1570 -2.4012
C 1.0728 -1.6498 -5.8106
C 0.0999 -0.5358 -6.2924
C -2.3212 1.3527 3.4986
C -2.3660 1.2009 -2.0563
C -1.0758 1.8991 -1.6854
C -0.1882 2.3061 -2.8814
C -2.7167 1.0980 2.1459
C 1.3447 1.1200 3.7170
C 2.8082 -3.8091 3.2440
C 0.5200 2.8855 2.5104
C -2.1847 0.1177 4.1561
C 1.2911 -2.7541 1.6851
C -0.4253 0.1158 -5.0109
C 1.8797 -2.5901 3.1163
C 0.4976 2.2515 3.7770
C 1.8633 1.0300 2.3956
H 3.3632 -3.9105 4.1747
H 2.5093 -1.6920 3.1870
H -0.7918 -0.8902 -6.8244
H -1.5121 0.2178 -4.9970
H -0.7413 2.2304 -3.8248
H 2.6002 0.2958 2.0466
H -1.8698 -0.0070 5.1961
H -0.0748 2.5668 4.6494
H -3.2016 -0.8414 1.0905
H -1.4921 2.7920 0.2737
H 0.6124 -3.6145 1.7068
H -0.0140 -3.1113 4.0948
H 1.8064 -1.5630 -3.7232
H 0.5680 0.2284 -6.9257
H 0.4874 -2.7835 -3.9773
H 1.6108 2.3673 0.6205
H 2.0808 -2.9377 0.9385
H 1.8133 1.3278 -2.2218
H -0.2725 3.6132 -0.7822
H 1.6105 0.4839 4.5580
H 0.3021 3.2769 -2.8057
H -2.4207 -1.9903 3.4357
H -2.9566 0.8755 -1.1774
H -2.1278 2.3341 3.9124
H 0.6386 0.1869 -2.9873
H 0.0286 3.8218 2.2564
H 3.5505 -3.7611 2.4372
H 0.0501 1.1176 -4.9625
H -2.9563 1.9438 -2.6259
H 2.1247 -1.3613 -5.9780
H -2.2324 0.3057 -2.6970
H 0.3116 -1.3893 4.0593
H 1.1732 -2.4059 5.2206
H 2.2663 -4.7489 3.0685
H -2.0162 3.7288 -1.1977
H 0.9157 -2.6061 -6.3180
H -2.9189 1.8449 1.4070
```

Results
Relative energy (zero: lowest compared OMol25 entry of this formula, charge and spin), kJ/mol: 10.7
Orbital gap (alpha / beta), eV: 5.13 / 4.26
LUMO energy (alpha / beta), eV: -1.5 / -1.8



Density functional theory data (ωB97M-V/def2-TZVPD) for C7H9N5OS in the gas phase at a distorted geometry.

XYZ file:
```
23
C7H9N5OS | the OMol25 dataset | ωB97M-V/def2-TZVPD
S 2.2790 4.1180 1.3308
O -1.7479 -4.0376 -1.1261
N 0.8652 2.5198 2.8073
N 2.0288 1.5466 0.9781
N 1.4393 0.2118 1.0945
N 0.2426 -1.4845 0.3429
N -2.0689 -1.5696 -2.6661
C 0.3650 -0.1007 0.2897
C -1.2240 0.3230 -1.3711
C 1.5695 2.6744 1.6414
C -0.3729 0.8908 -0.4862
C -0.5450 -1.9078 -0.6425
C -0.7724 -3.4073 -0.6916
C -1.3273 -1.1006 -1.5096
H -0.0975 -4.1245 -0.2644
H 0.7089 1.6667 3.2525
H -2.5300 -2.4893 -2.5193
H -2.5811 -0.8482 -3.2269
H 1.9383 -0.6385 1.5368
H 2.8600 1.5275 0.4386
H 0.8140 3.3494 3.3760
H -1.7733 1.0125 -2.0667
H -0.0702 1.8684 -0.5183
```

Results
SMILES string: NC(=S)NNc1ccc(N)c(C=O)n1
Relative energy (zero: lowest compared OMol25 entry of this formula, charge and spin), kJ/mol: 25.7
Orbital gap, eV: 7.67
LUMO energy, eV: -0.1



Density functional theory data (ωB97M-V/def2-TZVPD) for 2 unconnected molecules or ions with the total composition C3H8N3O at a distorted geometry.

XYZ file:
```
15
C3H8N3O | the OMol25 dataset | ωB97M-V/def2-TZVPD
O -0.2340 -0.9167 -0.1651
N -2.7828 -0.5806 -0.4671
N 0.9584 2.1463 0.1918
N 2.0198 -0.9183 0.4636
C 1.4357 1.0102 0.2278
C 2.7543 0.3745 0.6753
C 0.8685 -0.4082 0.0983
H -2.9494 -1.6151 -0.6228
H -2.6910 -0.1710 -1.4049
H 1.6926 2.8283 0.3086
H -1.7675 -0.5418 -0.1198
H 2.2697 -1.9275 0.3091
H 3.6797 0.5920 0.1424
H 3.0620 0.7122 1.6578
H -3.3899 -0.1283 0.1495
```

Results
Relative energy (zero: lowest compared OMol25 entry of this formula, charge and spin), kJ/mol: 125.1
Orbital gap, eV: 10.50
Charge: +1
LUMO energy, eV: -3.3



Repeat the third record exactly.
Density functional theory data (ωB97M-V/def2-TZVPD) for a molecular structure, C23H37InO2 at a distorted geometry.

XYZ file:
```
63
C23H37InO2 | the OMol25 dataset | ωB97M-V/def2-TZVPD
In 0.0201 -1.0937 0.6780
O -0.0491 0.9448 -1.2192
O -0.1255 -0.7722 -3.8677
C -1.2310 3.0710 -0.7723
C 1.3496 2.1188 1.6396
C -2.8388 -0.3264 1.9831
C 0.7890 -2.3750 4.1790
C -2.4555 -0.9176 3.2320
C 0.8729 -1.7903 -4.2684
C 0.7443 1.1570 -2.4012
C 1.0728 -1.6498 -5.8106
C 0.0999 -0.5358 -6.2924
C -2.3212 1.3527 3.4986
C -2.3660 1.2009 -2.0563
C -1.0758 1.8991 -1.6854
C -0.1882 2.3061 -2.8814
C -2.7167 1.0980 2.1459
C 1.3447 1.1200 3.7170
C 2.8082 -3.8091 3.2440
C 0.5200 2.8855 2.5104
C -2.1847 0.1177 4.1561
C 1.2911 -2.7541 1.6851
C -0.4253 0.1158 -5.0109
C 1.8797 -2.5901 3.1163
C 0.4976 2.2515 3.7770
C 1.8633 1.0300 2.3956
H 3.3632 -3.9105 4.1747
H 2.5093 -1.6920 3.1870
H -0.7918 -0.8902 -6.8244
H -1.5121 0.2178 -4.9970
H -0.7413 2.2304 -3.8248
H 2.6002 0.2958 2.0466
H -1.8698 -0.0070 5.1961
H -0.0748 2.5668 4.6494
H -3.2016 -0.8414 1.0905
H -1.4921 2.7920 0.2737
H 0.6124 -3.6145 1.7068
H -0.0140 -3.1113 4.0948
H 1.8064 -1.5630 -3.7232
H 0.5680 0.2284 -6.9257
H 0.4874 -2.7835 -3.9773
H 1.6108 2.3673 0.6205
H 2.0808 -2.9377 0.9385
H 1.8133 1.3278 -2.2218
H -0.2725 3.6132 -0.7822
H 1.6105 0.4839 4.5580
H 0.3021 3.2769 -2.8057
H -2.4207 -1.9903 3.4357
H -2.9566 0.8755 -1.1774
H -2.1278 2.3341 3.9124
H 0.6386 0.1869 -2.9873
H 0.0286 3.8218 2.2564
H 3.5505 -3.7611 2.4372
H 0.0501 1.1176 -4.9625
H -2.9563 1.9438 -2.6259
H 2.1247 -1.3613 -5.9780
H -2.2324 0.3057 -2.6970
H 0.3116 -1.3893 4.0593
H 1.1732 -2.4059 5.2206
H 2.2663 -4.7489 3.0685
H -2.0162 3.7288 -1.1977
H 0.9157 -2.6061 -6.3180
H -2.9189 1.8449 1.4070
```

Results
Relative energy (zero: lowest compared OMol25 entry of this formula, charge and spin), kJ/mol: 10.7
Orbital gap (alpha / beta), eV: 5.13 / 4.26
LUMO energy (alpha / beta), eV: -1.5 / -1.8